1.
Here is one molecule with the formula C19H31N3OS from the OMol25 dataset. Energies are from ωB97M-V with the def2-TZVPD basis set.

- Total energy: -37559.3078 eV
- Gap between HOMO and LUMO: 8.5 eV
- HOMO level: -7.80 eV
- Energy above the lowest of the compared OMol25 structures with the same formula, charge and spin: 52.7 kJ/mol
- SMILES: CCCCN(C)C1CCN(C(=S)Nc2ccc(OCC)cc2)CC1
- E_LUMO: 0.699 eV

Last column: natural (NBO) charge in e.
Geometry (Å):
C 4.443 0.155 2.215  -0.61
C 3.401 -0.764 1.588  -0.39
C 2.529 -0.064 0.544  -0.42
C 3.283 0.178 -0.775  -0.21
N 2.699 1.094 -1.733  -0.45
C 2.797 2.482 -1.347  -0.41
C 1.451 0.756 -2.394  -0.03
C 0.158 1.006 -1.590  -0.43
C -1.060 0.663 -2.445  -0.22
N -0.985 -0.695 -2.943  -0.44
C -2.025 -1.554 -2.957  0.31
S -2.175 -2.776 -4.065  -0.26
N -3.031 -1.381 -2.042  -0.63
C -2.875 -1.070 -0.682  0.11
C -3.949 -0.539 0.022  -0.23
C -3.833 -0.228 1.366  -0.25
C -2.631 -0.442 2.032  0.29
O -2.398 -0.162 3.341  -0.50
C -3.444 0.378 4.124  -0.06
C -2.909 0.577 5.534  -0.62
C -1.561 -1.001 1.329  -0.23
C -1.683 -1.319 -0.004  -0.23
C 0.191 -0.934 -3.748  -0.22
C 1.437 -0.687 -2.900  -0.41
H 3.962 1.012 2.682  0.20
H 5.147 0.520 1.471  0.20
H 5.006 -0.379 2.977  0.21
H 2.755 -1.148 2.382  0.20
H 3.898 -1.620 1.125  0.19
H 1.656 -0.690 0.351  0.19
H 2.178 0.887 0.949  0.20
H 3.444 -0.781 -1.273  0.20
H 4.270 0.587 -0.544  0.19
H 3.841 2.712 -1.135  0.20
H 2.202 2.751 -0.463  0.16
H 2.473 3.106 -2.180  0.20
H 1.411 1.413 -3.277  0.18
H 0.092 2.056 -1.300  0.21
H 0.146 0.403 -0.685  0.22
H -1.976 0.803 -1.874  0.23
H -1.088 1.339 -3.313  0.19
H -3.871 -1.894 -2.279  0.42
H -4.886 -0.370 -0.486  0.22
H -4.688 0.182 1.879  0.22
H -3.772 1.339 3.704  0.17
H -4.300 -0.311 4.137  0.17
H -2.062 1.257 5.517  0.21
H -2.581 -0.374 5.943  0.21
H -3.687 0.991 6.169  0.21
H -0.643 -1.189 1.863  0.23
H -0.863 -1.785 -0.529  0.23
H 0.162 -1.965 -4.104  0.25
H 0.188 -0.267 -4.620  0.19
H 1.427 -1.382 -2.060  0.20
H 2.328 -0.877 -3.499  0.22


2.
Here is a 2-piece molecular cluster, C19H32BBrN4O9P overall at a distorted geometry from the OMol25 dataset. Energies are from ωB97M-V with the def2-TZVPD basis set.

- Total energy: -124604.0554 eV
- Gap between HOMO and LUMO: 7.1 eV
- Charge: +1
- HOMO level: -10.97 eV
- E_LUMO: -3.908 eV

Last column: natural (NBO) charge in e.
Geometry (Å):
C 3.664 0.029 -4.044  -0.65
C 2.619 1.278 -3.664  -0.42
C 1.025 0.820 -3.850  -0.44
C 0.546 -0.005 -2.491  -0.01
C 0.002 1.017 -1.279  -0.06
C -0.986 2.187 -1.771  -0.11
O -2.070 2.622 -0.905  -0.58
C -2.084 4.078 -0.680  -0.29
N -0.449 0.085 -0.196  -0.72
B -0.410 0.603 1.223  1.31
O -0.762 -0.243 2.413  -0.89
O 0.035 1.983 1.510  -0.91
C -1.771 -0.570 -0.609  -0.29
C -1.618 -1.294 -2.104  0.00
N -2.143 -2.726 -1.844  -0.55
C -3.534 -2.595 -1.786  0.81
O -4.761 -2.381 -1.235  -0.50
P -2.909 -0.626 -3.403  1.30
N -3.990 0.599 -2.729  -1.17
O -2.017 0.199 -4.700  -0.96
N -0.302 -1.195 -2.740  -0.60
C 0.302 -2.348 -3.419  -0.04
Br -0.814 -3.179 -4.913  0.02
C 0.874 -3.586 -2.513  -0.46
C 1.090 -3.273 -0.927  -0.64
H 4.466 0.361 -4.859  0.24
H 4.235 -0.340 -3.064  0.22
H 3.111 -0.901 -4.498  0.20
H 2.912 2.204 -4.320  0.24
H 2.762 1.460 -2.504  0.18
H 0.320 1.696 -4.159  0.23
H 1.041 0.076 -4.783  0.25
H 1.575 -0.417 -2.039  0.20
H 1.002 1.537 -0.882  0.24
H -1.459 1.910 -2.820  0.20
H -0.317 3.152 -1.992  0.23
H -3.157 4.355 -0.245  0.23
H -1.959 4.681 -1.679  0.20
H -1.316 4.406 0.163  0.21
H 0.248 -0.723 -0.206  0.49
H -0.086 0.037 3.125  0.54
H 1.039 1.982 1.336  0.50
H -2.699 0.128 -0.511  0.28
H -1.934 -1.423 0.213  0.28
H -3.607 1.568 -2.728  0.39
H -4.427 0.327 -1.822  0.41
H -2.453 1.091 -4.886  0.49
H 1.261 -1.948 -4.013  0.25
H 1.924 -3.927 -2.959  0.24
H 0.112 -4.498 -2.624  0.25
H 0.059 -2.975 -0.406  0.20
H 1.464 -4.227 -0.356  0.26
H 1.800 -2.330 -0.753  0.18
C 0.284 0.953 6.341  -0.38
C 0.445 1.324 7.612  0.33
C 1.225 0.491 8.569  0.46
O 1.371 0.868 9.727  -0.49
C 1.793 -0.774 8.078  -0.33
C 1.629 -1.147 6.807  0.28
C 0.873 -0.300 5.844  0.51
O 0.756 -0.661 4.677  -0.60
O 2.159 -2.335 6.339  -0.63
O -0.108 2.499 8.088  -0.63
H -0.278 1.550 5.634  0.24
H 2.342 -1.378 8.788  0.26
H 1.906 -2.378 5.391  0.50
H 0.150 2.545 9.034  0.51


3.
Here is an isolated ion of composition C19H32BrN2O3 and charge +1 from the OMol25 dataset. Energies are from ωB97M-V with the def2-TZVPD basis set.

- Total energy: -99380.5967 eV
- Gap between HOMO and LUMO: 8.6 eV
- Charge: +1
- HOMO level: -10.89 eV
- Energy above the lowest of the compared OMol25 structures with the same formula, charge and spin: 14.0 kJ/mol
- SMILES: CCCCOc1c(Br)cc(C[NH2+]CCCN2CCOCC2)cc1OC
- E_LUMO: -2.306 eV

Last column: natural (NBO) charge in e.
Geometry (Å):
C 6.207 0.431 -2.702  -0.60
C 5.794 0.078 -1.280  -0.40
C 5.344 1.313 -0.501  -0.42
C 4.908 0.969 0.922  -0.06
O 3.819 0.055 0.946  -0.48
C 2.603 0.349 0.466  0.24
C 1.836 -0.763 0.106  -0.12
Br 2.642 -2.471 0.283  0.11
C 0.540 -0.664 -0.359  -0.22
C -0.042 0.588 -0.475  -0.09
C -1.470 0.694 -0.938  -0.23
N -2.380 0.028 0.023  -0.57
C -2.449 0.663 1.357  -0.23
C -3.716 0.181 2.056  -0.43
C -4.970 0.610 1.284  -0.23
N -4.941 0.082 -0.093  -0.47
C -5.514 -1.270 -0.217  -0.26
C -7.048 -1.254 -0.199  -0.09
O -7.556 -0.403 -1.196  -0.51
C -7.095 0.915 -1.023  -0.09
C -5.565 0.958 -1.097  -0.25
C 0.691 1.714 -0.122  -0.30
C 1.999 1.624 0.341  0.33
O 2.736 2.703 0.707  -0.51
C 2.230 4.000 0.486  -0.26
H 6.524 -0.460 -3.237  0.22
H 5.377 0.880 -3.245  0.20
H 7.033 1.139 -2.695  0.20
H 4.982 -0.652 -1.308  0.20
H 6.635 -0.386 -0.761  0.20
H 6.165 2.029 -0.437  0.22
H 4.518 1.798 -1.027  0.20
H 5.703 0.425 1.438  0.20
H 4.667 1.874 1.485  0.20
H 0.018 -1.564 -0.648  0.21
H -1.593 0.202 -1.906  0.23
H -1.772 1.738 -1.035  0.22
H -3.511 0.018 -0.268  0.46
H -2.067 -0.939 0.130  0.41
H -2.493 1.744 1.213  0.21
H -1.555 0.433 1.941  0.24
H -3.689 -0.905 2.164  0.21
H -3.760 0.607 3.057  0.25
H -5.860 0.281 1.826  0.22
H -4.998 1.700 1.234  0.21
H -5.140 -1.901 0.589  0.21
H -5.184 -1.681 -1.175  0.22
H -7.434 -2.250 -0.417  0.22
H -7.419 -0.943 0.790  0.17
H -7.530 1.501 -1.833  0.22
H -7.442 1.320 -0.061  0.17
H -5.207 1.980 -0.964  0.21
H -5.256 0.599 -2.083  0.21
H 0.229 2.684 -0.213  0.22
H 1.352 4.200 1.108  0.18
H 1.986 4.162 -0.568  0.18
H 3.033 4.675 0.776  0.22


4.
Here is a 11-piece molecular cluster, C19H32Cl31FNOP overall at a distorted geometry from the OMol25 dataset. Energies are from ωB97M-V with the def2-TZVPD basis set.

- Total energy: -423958.0608 eV
- Gap between HOMO and LUMO: 8.5 eV
- HOMO level: -8.41 eV
- SMILES: CCOC[PH](N)(C[C@H](C)Cl)[C@@H](F)CC.ClC(Cl)Cl.ClC(Cl)Cl.ClC(Cl)Cl.ClC(Cl)Cl.ClC(Cl)Cl.ClC(Cl)Cl.ClC(Cl)Cl.ClC(Cl)Cl.ClC(Cl)Cl.ClC(Cl)Cl
- E_LUMO: 0.119 eV

Last column: Löwdin charge in e.
Geometry (Å):
C 0.842 5.539 3.306  -0.05
C 0.662 4.135 3.925  -0.28
O 1.771 3.313 3.593  -0.19
C 2.070 2.331 4.570  -0.28
P 1.033 0.759 4.469  0.85
N -0.039 1.471 5.746  -0.20
C -0.473 0.434 3.422  -0.31
C -1.275 -0.784 3.992  -0.79
C -1.868 -1.517 2.774  -0.18
Cl -2.680 -0.290 5.007  0.60
C 2.248 -0.109 3.279  -0.43
F 1.705 -1.280 2.699  -0.12
C 2.887 0.699 2.138  -0.23
C 1.909 1.265 1.065  -0.11
H -0.097 5.820 2.826  0.07
H 1.077 6.240 4.108  0.07
H 1.649 5.538 2.573  0.08
H -0.232 3.683 3.463  0.11
H 0.478 4.225 5.000  0.11
H 1.910 2.743 5.567  0.08
H 3.142 2.108 4.518  0.10
H 1.338 -0.246 5.439  0.06
H -0.699 2.156 5.397  0.01
H -0.491 0.768 6.316  -0.01
H -0.284 0.184 2.377  0.03
H -1.189 1.259 3.413  0.07
H -0.615 -1.525 4.487  -0.04
H -2.322 -0.777 2.105  0.03
H -1.078 -2.003 2.197  0.07
H -2.658 -2.216 3.057  0.06
H 3.084 -0.471 3.900  0.11
H 3.526 -0.032 1.593  0.07
H 3.596 1.458 2.473  0.10
H 2.514 1.496 0.182  0.04
H 1.222 0.470 0.763  0.05
H 1.399 2.188 1.345  0.06
Cl -1.653 1.583 0.223  0.57
C -3.325 1.751 -0.322  -1.56
Cl -3.518 1.118 -1.955  0.52
Cl -4.433 0.947 0.795  0.55
H -3.563 2.809 -0.346  -0.09
Cl -1.113 4.436 -3.502  0.53
C -2.794 4.925 -3.305  -1.51
Cl -3.836 4.060 -4.439  0.55
Cl -3.328 4.651 -1.642  0.60
H -2.869 5.986 -3.513  0.01
Cl 0.413 -3.294 4.286  0.66
C -0.357 -4.690 5.046  -1.48
Cl -1.733 -5.241 4.083  0.55
Cl 0.804 -6.000 5.272  0.55
H -0.723 -4.389 6.019  0.02
Cl 4.947 0.150 -0.769  0.57
C 4.247 -0.610 -2.201  -1.52
Cl 2.568 -1.054 -1.898  0.52
Cl 4.363 0.462 -3.598  0.50
H 4.806 -1.511 -2.416  0.02
Cl -1.965 5.472 -8.357  0.53
C -2.172 6.369 -6.853  -1.56
Cl -0.612 6.656 -6.077  0.51
Cl -3.014 7.894 -7.145  0.53
H -2.779 5.771 -6.187  -0.06
Cl -0.089 -2.086 -4.817  0.53
C -0.927 -1.251 -3.506  -1.55
Cl -0.461 -1.931 -1.945  0.52
Cl -0.597 0.479 -3.558  0.51
H -1.992 -1.398 -3.630  -0.04
Cl 5.980 1.221 -6.503  0.51
C 5.093 2.660 -7.015  -1.55
Cl 3.628 2.870 -6.052  0.51
Cl 6.116 4.094 -6.914  0.53
H 4.800 2.525 -8.049  0.01
Cl -3.083 -2.637 -5.619  0.54
C -3.614 -3.903 -6.732  -1.52
Cl -2.423 -4.132 -8.013  0.53
Cl -3.896 -5.407 -5.857  0.52
H -4.546 -3.593 -7.186  0.01
Cl 1.155 -5.660 -3.147  0.53
C -0.479 -5.552 -3.804  -1.57
Cl -0.557 -6.270 -5.415  0.51
Cl -1.640 -6.323 -2.719  0.52
H -0.739 -4.504 -3.888  -0.06
Cl -1.868 -9.921 2.777  0.52
C -0.856 -9.186 4.023  -1.57
Cl -1.189 -9.903 5.601  0.52
Cl 0.853 -9.344 3.614  0.51
H -1.093 -8.131 4.074  -0.05